Record 1
Below is an isolated molecule of C3H4N2, with properties calculated with wB97M-V/def2-TZVPD.

The calculation puts the HOMO energy (spin up / spin down) at -7.671 / -8.427 eV. The value obtained for the largest force on an atom is 0.0711 Eh/bohr. For the LUMO energy (spin up / spin down), the calculation gives -0.77 / -0.10 eV. The calculation puts the relative energy (zero: lowest compared OMol25 entry of this formula, charge and spin) at 149.6 kcal per mole.

The geometry in ORCA input format:
```
! wB97M-V def2-TZVPD RIJCOSX def2/J DEFGRID3
* xyz 0 1
C -3.245 0.285 0.355
C -0.234 0.169 0.407
C 1.164 0.226 -0.044
N -2.348 -0.244 -0.290
N -1.117 -0.304 -0.418
H -4.234 0.240 0.157
H 1.614 -0.768 -0.112
H 1.887 0.707 0.734
H 1.157 0.873 -1.035
*
```


Record 2
Below is the ion C4H11N3P with charge +1, with properties calculated with wB97M-V/def2-TZVPD.

The expectation value of S² is 2.012. The calculation puts the HOMO energy (spin up / spin down) at -10.627 / -13.757 eV. The value obtained for the largest force on an atom is 0.0848 Eh/bohr. For the LUMO energy (spin up / spin down), the calculation gives -3.45 / -6.07 eV. The calculation puts the relative energy (zero: lowest compared OMol25 entry of this formula, charge and spin) at 0.0 kcal per mole.

The geometry in ORCA input format:
```
! wB97M-V def2-TZVPD RIJCOSX def2/J DEFGRID3
* xyz 1 3
C 0.475 -0.602 -1.569
C 0.315 -1.052 1.549
C -0.992 -0.648 1.016
C -0.842 0.557 0.040
N -0.393 1.838 0.557
N 1.196 -0.698 -2.665
N 0.063 0.503 -1.022
P -0.664 2.449 2.041
H 0.095 -1.450 -1.069
H 1.093 -0.771 0.832
H 0.585 -0.442 2.426
H 0.349 -2.048 1.987
H -1.767 -0.360 1.684
H -1.307 -1.548 0.434
H -1.760 0.682 -0.367
H 1.628 -1.543 -2.971
H 1.425 0.117 -3.269
H 0.507 1.381 -1.331
H -0.003 3.634 1.698
*
```


Record 3
Below is a cluster of 2 separate species, C21H21Cl4N3O2 in total, with properties calculated with wB97M-V/def2-TZVPD.

The calculation puts the HOMO energy at -6.045 eV. The value obtained for the largest force on an atom is 0.0552 Eh/bohr. For the LUMO energy, the calculation gives -2.47 eV.

The geometry in ORCA input format:
```
! wB97M-V def2-TZVPD RIJCOSX def2/J DEFGRID3
* xyz 0 1
Cl 4.668 0.379 -0.435
C 3.910 1.750 -1.149
C 4.008 1.955 -2.496
Cl 4.860 0.844 -3.486
C 3.390 3.080 -3.132
O 3.477 3.257 -4.335
C 2.634 4.026 -2.274
O 2.084 5.004 -2.748
C 2.570 3.741 -0.871
Cl 1.681 4.817 0.124
C 3.178 2.641 -0.334
Cl 2.990 2.297 1.343
C 1.021 -4.150 1.690
C 1.215 -2.711 2.136
C 1.071 -2.569 3.644
N 0.239 -1.826 1.446
N -0.962 -1.599 1.959
N -1.579 -0.850 1.092
C -2.958 -0.341 1.301
C -2.992 0.541 2.537
C -3.930 -1.505 1.393
C -0.801 -0.551 -0.056
C -1.212 0.280 -1.192
C -1.885 -0.279 -2.296
C -2.315 0.513 -3.335
C -2.087 1.879 -3.309
C -1.429 2.455 -2.234
C -0.998 1.672 -1.189
C 0.422 -1.230 0.170
C 1.491 -1.301 -0.671
H 1.718 -4.824 2.190
H 0.011 -4.484 1.927
H 1.158 -4.255 0.614
H 2.221 -2.371 1.844
H 1.806 -3.171 4.183
H 1.187 -1.530 3.956
H 0.080 -2.894 3.961
H -3.213 0.268 0.420
H -3.986 0.954 2.714
H -2.707 -0.037 3.416
H -2.289 1.370 2.447
H -4.959 -1.165 1.529
H -3.892 -2.121 0.493
H -3.673 -2.142 2.238
H -2.064 -1.339 -2.309
H -2.829 0.069 -4.174
H -2.423 2.496 -4.128
H -1.251 3.518 -2.220
H -0.497 2.116 -0.347
H 1.472 -0.819 -1.628
H 2.367 -1.859 -0.418
*
```


Record 4
Below is a cluster of 3 separate species, C42H41N2O5 in total, with properties calculated with wB97M-V/def2-TZVPD.

The calculation puts the HOMO energy at -11.230 eV. The value obtained for the largest force on an atom is 0.0627 Eh/bohr. For the LUMO energy, the calculation gives -4.53 eV.

The geometry in ORCA input format:
```
! wB97M-V def2-TZVPD RIJCOSX def2/J DEFGRID3
* xyz 1 1
C 5.151 1.272 -1.962
C 5.568 2.799 -2.103
C 4.412 3.772 -1.667
C 3.198 3.694 -2.711
C 2.295 4.951 -2.442
C 1.226 5.287 -3.565
C 1.029 4.188 -4.674
C 0.063 3.045 -4.213
C -1.365 3.149 -4.593
C -2.347 2.179 -4.186
C -1.771 1.082 -3.364
O -2.505 0.067 -2.843
C -3.590 0.568 -2.005
C -3.131 1.269 -0.673
C -1.728 0.810 -0.129
N -0.442 1.132 -3.147
N 0.475 1.999 -3.500
H 4.264 1.006 -2.585
H 6.028 0.686 -2.349
H 4.978 0.972 -0.901
H 5.805 2.989 -3.179
H 6.459 2.954 -1.442
H 4.750 4.831 -1.511
H 3.992 3.365 -0.704
H 3.682 3.675 -3.720
H 2.692 2.721 -2.474
H 1.819 4.852 -1.438
H 2.996 5.831 -2.388
H 1.412 6.306 -3.998
H 0.232 5.380 -3.038
H 0.478 4.689 -5.520
H 1.971 3.796 -5.124
H -1.670 4.027 -5.208
H -3.427 2.215 -4.430
H -4.187 -0.334 -1.706
H -4.268 1.210 -2.625
H -3.886 0.974 0.110
H -3.236 2.386 -0.758
H -1.646 1.037 0.957
H -1.462 -0.249 -0.389
H -0.957 1.443 -0.659
H -0.085 0.333 -2.601
C 2.788 -6.572 0.261
C 2.111 -7.771 0.057
C 0.963 -7.798 -0.723
C 0.482 -6.623 -1.292
C 1.148 -5.416 -1.068
C 2.309 -5.397 -0.299
C 0.621 -4.149 -1.627
O 1.201 -3.094 -1.436
C -0.635 -4.184 -2.418
C -1.170 -2.996 -2.899
C -2.338 -3.014 -3.651
C -2.967 -4.224 -3.933
C -2.438 -5.412 -3.449
C -1.276 -5.394 -2.683
C -0.736 -6.667 -2.139
O -1.286 -7.722 -2.380
H 3.689 -6.554 0.862
H 2.480 -8.685 0.505
H 0.442 -8.734 -0.883
H 2.837 -4.466 -0.133
H -0.682 -2.052 -2.686
H -2.758 -2.087 -4.021
H -3.874 -4.239 -4.526
H -2.933 -6.351 -3.666
C 0.414 0.205 2.973
C 0.883 1.486 3.251
C 0.507 2.126 4.422
C -0.352 1.492 5.316
C -0.841 0.218 5.026
C -0.447 -0.428 3.858
C -1.797 -0.451 5.947
O -2.220 -1.562 5.694
C -2.230 0.265 7.171
C -3.168 -0.324 8.015
C -3.570 0.331 9.170
C -3.030 1.574 9.492
C -2.100 2.167 8.652
C -1.704 1.520 7.485
C -0.735 2.180 6.576
O -0.265 3.266 6.853
H 0.716 -0.298 2.061
H 1.546 1.985 2.553
H 0.878 3.121 4.638
H -0.815 -1.422 3.636
H -3.589 -1.292 7.771
H -4.304 -0.126 9.822
H -3.340 2.081 10.398
H -1.686 3.136 8.904
*
```


Q: Among the records above, which one has the lowest largest force on an atom?
A: C21H21Cl4N3O2


Q: largest force on an atom of number 2 (C4H11N3P)?
A: 0.0848 Eh/bohr


Q: Among the records above, which one has the lowest largest force on an atom?
A: C21H21Cl4N3O2